65
Properties=species:S:1:pos:R:3:forces:R:3 method="wB97M-V/def2-TZVPD" smiles="COP(=O)(OC)OC.CO.CO.CO.CO.CO.CO.CO.CO" gap_ev=9.90 max_force_ev_per_a=2.22 e_above_lowest_ev=0.7595 e_tot_ha=-1687.8488 homo_energy_ev=-9.7
C 25.1843 8.7801 3.3274 0.63 0.72 -0.07
O 24.0765 9.3617 4.0269 -0.71 -0.27 0.27
P 22.6320 8.7019 3.8960 0.57 0.86 0.20
O 22.1642 8.5950 2.5154 -0.30 -0.42 0.31
O 22.9002 7.3631 4.7347 -0.78 0.42 -0.57
C 21.8010 6.4759 4.9410 0.06 -1.38 0.41
O 21.6860 9.6286 4.8129 0.97 -0.75 -0.80
C 21.9750 9.7978 6.1963 -0.62 -0.37 0.83
H 24.9459 8.0140 2.5926 -0.35 0.01 0.33
H 25.9040 8.4108 4.0549 -0.10 -0.20 0.03
H 25.6413 9.6161 2.7974 0.12 -0.12 -0.09
H 21.5819 5.7795 4.1262 0.45 0.91 -0.32
H 20.8604 6.9574 5.2046 0.19 0.30 0.22
H 22.1555 5.7864 5.7105 -0.35 0.32 0.37
H 21.3222 9.1439 6.7849 -0.10 0.00 -0.17
H 21.7124 10.8174 6.4652 0.30 0.09 -0.07
H 22.9841 9.5250 6.5035 0.20 0.34 -0.43
C 23.1979 4.0578 0.0942 1.62 0.16 1.06
O 24.5643 4.0634 -0.3308 -0.37 0.29 -0.62
H 23.2416 4.5593 1.0677 -0.84 0.19 0.01
H 22.5075 4.5531 -0.5868 -0.09 -0.17 -0.09
H 22.9538 3.0213 0.3205 -0.31 -0.03 -0.42
H 24.8518 4.9939 -0.4268 0.03 -0.72 0.00
C 24.3372 7.3558 0.2123 -1.57 -0.41 -1.51
O 25.4812 6.7070 -0.3635 -0.33 0.86 0.51
H 24.0094 6.9226 1.1559 0.65 0.45 0.35
H 24.3815 8.4398 0.1089 0.38 0.02 0.90
H 23.4474 7.1645 -0.4123 0.30 -0.30 -0.17
H 26.1021 7.4267 -0.4974 0.38 -0.41 -0.18
C 26.9608 3.1181 8.2825 0.23 0.72 0.56
O 26.0671 3.8885 7.4855 0.08 -0.02 -0.03
H 27.3644 3.6657 9.1420 -0.27 0.31 -0.09
H 26.3771 2.3145 8.7286 0.34 -0.44 -0.35
H 27.8468 2.8335 7.7145 -0.29 -0.57 -0.17
H 26.2014 4.8350 7.6142 0.08 0.22 0.24
C 24.8226 7.1927 7.1646 0.34 0.55 -1.27
O 25.9117 6.7797 7.9660 -0.14 -0.69 0.68
H 24.5769 6.3511 6.5177 0.05 0.08 0.02
H 23.8903 7.5425 7.6191 0.32 -0.19 0.74
H 25.1858 8.0015 6.5193 -0.31 -0.05 -0.17
H 26.3038 7.4887 8.4792 -0.20 0.18 -0.08
C 28.9685 4.9628 5.3998 -0.53 -0.91 -0.22
O 28.2560 3.9566 4.6497 0.33 0.87 0.24
H 29.9570 5.1387 4.9831 0.04 -0.30 -0.10
H 28.4387 5.9167 5.3797 -0.09 0.02 0.20
H 29.0397 4.5449 6.4060 0.35 0.63 0.31
H 27.3518 4.0589 4.9764 -0.19 -0.28 -0.49
C 20.6403 3.5980 2.9871 -1.17 0.77 1.01
O 20.7669 2.8529 4.2184 0.84 -0.59 -1.18
H 19.6079 3.4934 2.6502 -0.03 0.08 0.12
H 20.7965 4.6210 3.3377 -0.19 0.00 -1.07
H 21.2455 3.3783 2.1086 0.56 -0.46 0.50
H 21.6690 2.5079 4.1989 -0.16 -0.10 0.36
C 23.2418 1.4446 6.7467 -1.18 0.46 0.25
O 24.2931 2.2287 6.2139 -0.09 -0.45 0.67
H 22.6131 2.0054 7.4535 0.23 0.25 0.02
H 22.5364 1.2082 5.9503 0.31 -0.37 -0.15
H 23.5289 0.5496 7.3036 0.41 -0.15 -0.43
H 24.8136 2.5109 6.9825 0.09 0.29 -0.51
C 24.2135 4.6013 3.7499 -0.50 -1.60 0.31
O 25.2242 4.7047 4.7212 0.84 1.25 0.10
H 24.0400 5.4979 3.1591 0.46 0.30 0.26
H 24.4620 3.7735 3.0819 0.00 0.11 -0.30
H 23.2607 4.3277 4.2130 -0.01 0.09 0.01
H 25.0788 4.2172 5.5395 -0.58 -0.42 -0.34

***

17
Properties=species:S:1:pos:R:3:forces:R:3 method="wB97M-V/def2-TZVPD" smiles=S[C@@H]1Nc2ccccc2S1 gap_ev=8.66 max_force_ev_per_a=3.57 e_above_lowest_ev=1.4048 e_tot_ha=-1122.0233 homo_energy_ev=-8.0
S -2.7132 -0.6235 0.9215 -0.41 0.23 -2.53
C -1.6381 -0.0679 -0.5565 -1.65 0.88 -3.04
N -0.5828 -0.8985 -1.0605 -1.32 -3.18 0.49
C 0.6525 -0.6073 -0.5776 0.23 1.21 1.20
C 1.6549 -1.5045 -0.3844 1.52 0.16 0.59
C 2.8286 -0.9690 0.1514 2.28 0.58 2.57
C 2.9447 0.3313 0.7032 -2.29 -0.22 -1.50
C 1.8386 1.2442 0.5940 1.16 -2.92 -1.32
C 0.7423 0.7187 -0.1270 0.29 1.73 0.75
S -0.8103 1.5741 -0.4723 0.36 -0.85 0.59
H -1.7278 -0.5686 1.7286 1.54 0.10 1.43
H -2.2544 -0.0556 -1.5521 -0.15 0.43 2.58
H -0.8486 -1.9146 -0.9542 0.52 1.47 -0.44
H 1.4700 -2.5564 -0.4991 0.29 -0.30 -0.39
H 3.7937 -1.4481 0.5337 -1.77 -0.70 -1.39
H 3.8784 0.5281 1.1945 0.05 0.58 0.17
H 2.0048 2.2232 0.9659 -0.66 0.82 0.23

***

164
Properties=species:S:1:pos:R:3:forces:R:3 method="wB97M-V/def2-TZVPD" smiles="CCOC(=O)C(F)(F)F.COCCOCCOC.COCCOCCOC.COCCOCCOC.COCCOCCOC.COCCOCCOC.COCCOCCOC.CC#N.CC#N" gap_ev=9.78 max_force_ev_per_a=6.18 e_tot_ha=-3646.7840 homo_energy_ev=-9.2
C -0.8203 0.5513 0.3127 0.01 0.30 2.25
C 0.2730 0.1843 -0.5989 -0.52 -0.91 -2.35
O 1.4947 -0.2270 0.0317 2.38 0.39 -0.01
C 2.5855 -0.4861 -0.7433 -1.65 -0.88 -4.15
O 2.5988 -0.5429 -2.0062 -0.22 0.52 4.82
C 3.8825 -0.9580 -0.0083 -0.06 0.61 -1.06
F 4.9225 -0.2545 -0.5738 -0.98 -0.85 1.01
F 3.8051 -0.7394 1.2893 0.45 0.12 0.23
F 4.1111 -2.2692 -0.2166 -0.20 0.80 0.08
H -1.2270 -0.3180 0.8294 -0.32 0.02 -0.17
H -1.5824 1.1719 -0.1586 0.04 -0.43 -0.38
H -0.4251 1.1888 1.1036 0.11 0.17 0.18
H 0.3527 0.9888 -1.3300 0.93 0.04 0.06
H -0.0490 -0.7067 -1.1379 -0.02 -0.01 -0.42
C -4.4359 0.3321 -2.4070 0.38 -2.64 0.56
O -5.4669 -0.4741 -1.7670 -1.78 3.79 -1.20
C -5.1466 -1.3442 -0.7489 1.58 -0.34 -1.80
C -6.3894 -2.1050 -0.4611 -1.33 0.16 0.20
O -6.8210 -2.9513 -1.5548 0.02 -0.44 0.85
C -8.1741 -3.4551 -1.4738 0.59 -0.29 1.20
C -8.3369 -4.7290 -0.5870 0.76 0.12 0.11
O -8.0196 -4.6257 0.8436 -0.48 0.08 -1.30
C -9.0083 -3.8721 1.5233 0.28 0.45 0.41
H -4.6989 1.0038 -3.2242 -1.12 -0.22 0.37
H -3.9407 -0.5301 -2.8537 1.39 0.58 -0.52
H -3.7869 0.8849 -1.7279 -0.05 -0.13 0.35
H -4.6391 -0.8794 0.0963 -0.50 0.18 0.55
H -4.3603 -1.9518 -1.1970 0.20 -0.91 0.34
H -7.2010 -1.3822 -0.3777 -0.01 0.38 0.38
H -6.2555 -2.5431 0.5280 -0.25 -0.93 -0.15
H -8.4718 -3.6892 -2.4958 0.14 -0.22 0.03
H -8.9003 -2.7283 -1.1096 0.25 0.62 0.03
H -7.6919 -5.4923 -1.0222 0.35 -0.02 0.43
H -9.3397 -5.1398 -0.7037 -0.36 0.27 0.06
H -10.0149 -4.2616 1.3710 -0.13 0.16 -0.44
H -8.8951 -2.8123 1.2951 -0.49 0.16 -0.52
H -8.8854 -3.8551 2.6062 0.59 -0.69 0.04
C 3.6641 6.5947 1.1667 -1.09 -0.25 1.07
O 2.8838 5.4625 0.7723 0.42 0.00 1.18
C 1.9689 4.9615 1.7954 0.39 1.36 -1.06
C 1.4871 3.6943 1.2022 -0.08 -0.49 -0.32
O 0.8005 3.9077 -0.0333 0.49 0.07 1.16
C -0.5504 4.2221 0.2099 -0.58 -1.43 -1.98
C -1.1744 4.2951 -1.1814 -1.20 -0.49 -1.29
O -1.1859 3.0197 -1.8984 2.06 -0.50 2.47
C -1.6852 3.0040 -3.1994 -0.73 0.76 1.23
H 4.4100 6.8677 0.4203 -0.40 -0.16 -0.10
H 4.1429 6.4648 2.1373 0.56 -0.66 0.02
H 2.9793 7.3977 1.4392 -0.09 0.61 -0.70
H 1.1671 5.6863 1.9363 -0.13 0.25 0.05
H 2.4042 4.7649 2.7752 0.54 0.10 -0.01
H 0.8394 3.1155 1.8606 -0.02 0.02 0.33
H 2.4242 3.1510 1.0806 -0.29 -0.50 -0.74
H -0.7940 5.1078 0.7967 0.44 0.40 -0.13
H -1.0388 3.3816 0.7030 -0.03 -0.20 0.37
H -0.7072 5.0638 -1.7969 0.37 0.01 -0.02
H -2.2357 4.5404 -1.1422 -0.23 0.46 0.48
H -0.9997 3.5545 -3.8438 -0.42 0.05 -0.51
H -2.6670 3.4385 -3.0115 -0.45 0.49 -1.42
H -1.8557 1.9723 -3.5068 0.40 0.00 -0.06
C -6.2400 2.6436 0.3634 0.49 0.92 1.02
O -5.0144 3.4605 0.4134 -0.38 -1.35 0.13
C -4.1541 3.0297 1.4929 -1.12 1.01 1.35
C -3.8455 4.2091 2.4998 -0.45 0.34 -2.17
O -4.7464 4.3061 3.5736 0.12 -1.67 -0.08
C -4.6845 5.5093 4.3043 1.24 -1.69 1.77
C -5.0864 5.0977 5.7861 -0.25 -0.45 -0.32
O -4.1010 4.2814 6.4974 -0.14 1.11 -1.76
C -4.4876 3.9329 7.7935 0.29 0.13 0.66
H -6.9420 2.9990 -0.3910 0.53 0.16 -0.22
H -6.7232 2.7870 1.3298 -0.24 -0.01 0.11
H -6.0931 1.5680 0.2655 0.51 0.02 -0.39
H -3.2339 2.5550 1.1522 0.03 0.23 -0.36
H -4.6900 2.3024 2.1027 0.02 -0.31 -0.02
H -3.9967 5.1193 1.9195 0.21 0.26 -0.47
H -2.7782 4.2003 2.7212 0.09 -0.23 0.89
H -5.2805 6.2191 3.7306 -0.12 0.59 0.85
H -3.6315 5.7709 4.4083 0.14 0.68 -0.35
H -5.9757 4.4832 5.6455 -0.32 0.04 0.25
H -5.2951 5.9247 6.4648 -0.20 0.40 -0.41
H -4.9700 2.9563 7.8353 -0.15 -0.05 -0.04
H -5.1015 4.6705 8.3104 -0.50 0.22 -0.36
H -3.5983 3.9259 8.4237 0.26 -0.39 -0.19
C 4.5519 -6.2202 4.7116 0.27 0.44 0.16
O 4.0659 -7.0934 5.7190 -0.44 -0.70 -1.28
C 3.0715 -8.0234 5.2578 0.30 0.23 0.55
C 1.6748 -7.4769 5.3972 -0.81 -0.09 0.84
O 1.3562 -6.3782 4.5667 0.03 -0.06 0.17
C 0.8237 -5.2154 5.2045 -0.70 0.38 -2.74
C -0.0169 -4.4114 4.1201 0.23 0.80 0.66
O 0.7778 -3.4136 3.4931 -0.41 -0.48 0.23
C 0.1523 -2.5382 2.5703 1.13 0.60 -0.58
H 3.9243 -5.3342 4.6157 0.11 0.26 0.27
H 4.6160 -6.5932 3.6894 -0.21 -0.80 0.06
H 5.5772 -5.9909 5.0017 -0.10 0.41 0.05
H 3.1901 -8.8822 5.9185 -0.31 -0.07 0.16
H 3.2423 -8.4279 4.2602 0.33 0.46 -0.32
H 1.5016 -7.2638 6.4520 0.30 0.62 0.23
H 0.9221 -8.2527 5.2568 0.07 -0.47 -0.59
H 1.6692 -4.5894 5.4899 -0.26 0.23 0.48
H 0.1012 -5.4200 5.9946 0.40 -0.36 0.32
H -0.8146 -3.8963 4.6552 -0.21 0.14 0.37
H -0.5429 -4.9565 3.3364 0.33 -0.89 0.16
H 1.0554 -2.0165 2.2535 -0.43 0.54 -0.49
H -0.5898 -1.8043 2.8847 0.06 0.05 1.28
H -0.3710 -2.9001 1.6853 0.39 -1.23 -0.01
C 1.0753 0.4477 -4.6990 1.75 -0.26 -0.02
O 1.7154 0.5426 -5.9853 -1.75 0.52 -0.38
C 2.2168 1.8368 -6.2519 1.58 -0.18 0.93
C 2.7423 2.0601 -7.6516 1.05 -1.03 -1.82
O 1.9314 1.6241 -8.7078 -2.41 -0.25 -2.10
C 2.4446 1.7907 -10.0774 0.76 -1.25 1.78
C 2.1047 0.6399 -11.0605 -0.52 -1.25 0.66
O 2.5157 -0.7498 -10.8333 0.49 1.00 -0.42
C 1.7411 -1.5744 -9.9963 -0.65 0.76 1.06
H 1.8622 0.3900 -3.9470 0.10 -0.01 0.15
H 0.5770 -0.5206 -4.6513 -0.40 0.35 -0.20
H 0.4897 1.3145 -4.3927 -0.53 -0.05 -0.56
H 3.1160 1.8492 -5.6360 0.69 0.51 0.02
H 1.7050 2.6997 -5.8258 -1.18 -0.23 -0.36
H 3.6079 1.4337 -7.8673 0.83 0.05 1.04
H 3.0571 3.0787 -7.8787 -0.07 0.45 0.78
H 3.5265 1.8510 -9.9593 0.28 0.09 -0.26
H 2.0905 2.7126 -10.5386 -0.18 0.13 0.10
H 2.5764 0.8451 -12.0215 0.00 0.38 0.10
H 1.0239 0.6416 -11.2018 -0.22 -0.04 -0.07
H 1.7988 -2.6495 -10.1665 0.71 0.15 -0.71
H 0.6783 -1.3484 -10.0818 -0.21 0.26 -0.01
H 2.0374 -1.4064 -8.9608 -0.16 -0.01 0.21
C 7.5939 4.1874 -0.8900 0.14 1.75 -1.56
O 6.8354 3.2049 -0.3072 0.73 -0.86 1.72
C 7.5751 2.7396 0.8432 -2.22 -1.41 0.45
C 6.5829 1.8485 1.6990 0.46 -0.72 0.52
O 7.1905 1.0839 2.8177 0.48 0.09 -1.05
C 8.1364 0.0841 2.3791 0.47 0.11 -1.41
C 8.8888 -0.7454 3.4182 -1.78 -0.12 0.20
O 7.9452 -1.3376 4.3356 0.57 1.98 1.36
C 7.1900 -2.4346 3.9374 1.16 -1.14 -1.14
H 7.6519 5.1329 -0.3508 -0.59 0.22 0.58
H 7.1272 4.4071 -1.8501 0.18 0.05 -0.11
H 8.6588 4.0122 -1.0434 0.15 -0.99 -0.18
H 7.8864 3.5867 1.4545 0.29 -0.01 -0.02
H 8.4007 2.1295 0.4769 0.26 0.20 0.19
H 5.9693 1.1568 1.1217 0.75 -0.29 -0.74
H 5.7603 2.4296 2.1157 0.58 0.55 0.56
H 8.9027 0.5277 1.7434 0.40 0.52 0.19
H 7.7550 -0.6287 1.6480 -1.17 -0.09 0.09
H 9.6655 -0.1282 3.8697 -0.58 -0.03 1.07
H 9.4703 -1.5395 2.9498 -0.16 -0.14 -0.62
H 6.8125 -2.3523 2.9182 -0.11 0.11 -0.17
H 6.3549 -2.7460 4.5649 0.12 0.92 0.48
H 7.8974 -3.2630 3.9750 -0.16 -0.69 -0.35
C -0.8206 -3.0238 -3.3535 -0.06 1.26 -0.12
C -1.5246 -4.2592 -3.6764 3.28 4.95 1.68
N -2.0925 -5.1791 -3.9160 -2.96 -4.82 -1.22
H -0.0920 -2.7308 -4.1094 0.04 -0.42 -0.06
H -0.3448 -2.9148 -2.3789 0.03 -0.89 0.03
H -1.5297 -2.1961 -3.3357 -0.34 -0.07 -0.20
C -3.7597 -5.0934 -0.4833 0.57 0.89 -0.14
C -3.0692 -3.8710 0.0283 1.20 1.43 1.36
N -2.4976 -2.9516 0.4899 -1.65 -2.49 -1.47
H -4.1251 -5.7204 0.3300 0.02 0.22 -0.01
H -3.0469 -5.6485 -1.0930 0.00 -0.05 0.05
H -4.5705 -4.7796 -1.1407 -0.14 -0.03 0.13

***

79
Properties=species:S:1:pos:R:3:forces:R:3 method="wB97M-V/def2-TZVPD" gap_ev="7.00 / 7.00" max_force_ev_per_a=1.30 e_tot_ha=-7228.3091 homo_energy_ev="-7.6 / -7.6"
Pd 0.1871 0.3869 -0.1095 -0.79 -0.28 0.22
N 0.7631 2.4582 -0.1292 -0.09 -0.02 0.05
C -0.4590 3.2982 -0.0981 -0.02 0.00 0.06
C -1.7174 2.5188 -0.5429 0.18 0.01 -0.02
O -2.5668 3.0957 -1.1938 -0.09 0.00 0.06
O -1.7395 1.3003 -0.1219 -0.24 0.29 -0.20
H 1.3884 2.6712 0.6419 -0.04 0.02 0.02
H 1.2834 2.5925 -0.9880 -0.01 -0.02 -0.02
H -0.3359 4.1913 -0.7070 -0.01 -0.01 -0.02
H -0.6310 3.5994 0.9360 0.01 0.03 -0.01
F -0.5109 -7.2688 -0.0633 0.02 0.00 0.00
C -0.8115 -5.9763 -0.1217 -0.02 -0.02 -0.02
C -1.9116 -5.4909 0.5510 -0.02 -0.02 -0.05
F -2.6771 -6.3213 1.2531 -0.01 0.02 0.03
C -2.2214 -4.1427 0.4702 -0.02 0.03 0.09
F -3.3303 -3.7580 1.1089 -0.05 -0.21 -0.07
C -1.4436 -3.2364 -0.2359 0.14 -0.02 -0.11
P -1.7664 -1.4193 -0.2043 1.22 0.44 -0.15
C -2.7878 -1.1496 1.2572 0.11 0.15 0.14
C -2.2616 -1.5591 2.4804 -0.01 0.12 0.07
C -2.9492 -1.2941 3.6529 0.01 0.00 -0.05
C -4.1527 -0.6022 3.6071 -0.02 0.02 -0.01
C -4.6586 -0.1672 2.3905 -0.02 -0.01 0.02
C -3.9769 -0.4344 1.2120 0.03 -0.02 -0.04
C -2.8075 -1.1893 -1.6696 -0.04 -0.03 -0.02
C -3.9768 -1.9332 -1.8320 0.06 -0.01 0.02
C -4.7568 -1.7634 -2.9634 -0.01 0.02 -0.02
C -4.3733 -0.8512 -3.9391 0.01 -0.01 0.03
C -3.2134 -0.1090 -3.7801 -0.02 0.00 -0.02
C -2.4321 -0.2760 -2.6469 0.04 0.02 0.01
C -0.3513 -3.7661 -0.9521 -0.28 0.05 0.11
Br 0.6971 -2.7313 -2.1179 0.00 0.12 0.09
C -0.0438 -5.1114 -0.8843 0.03 -0.02 0.00
F 0.9856 -5.6223 -1.5579 0.00 0.00 0.01
H -1.3111 -2.0811 2.5216 -0.10 0.03 -0.04
H -2.5392 -1.6207 4.6001 -0.01 0.00 -0.01
H -4.6910 -0.3918 4.5224 0.00 0.00 0.00
H -5.5854 0.3905 2.3562 0.00 0.00 0.00
H -4.3552 -0.0664 0.2674 0.00 0.00 0.00
H -4.2844 -2.6372 -1.0681 0.00 -0.02 0.02
H -5.6656 -2.3388 -3.0823 0.00 0.00 0.00
H -4.9854 -0.7160 -4.8214 0.00 0.00 0.00
H -2.9216 0.6116 -4.5324 0.01 0.00 0.01
H -1.5375 0.3172 -2.5082 -0.02 -0.02 -0.02
C 1.9505 0.0114 -0.0011 -0.26 -0.32 -0.83
Ge 2.4447 -0.2120 1.8881 0.10 -0.36 0.45
C 2.1920 1.4692 2.8484 -0.06 0.10 -0.02
C 0.8966 1.9126 3.1325 -0.04 -0.01 0.01
C 0.6836 3.1260 3.7710 0.00 0.02 0.00
C 1.7656 3.9193 4.1325 0.03 0.00 0.00
C 3.0569 3.4949 3.8536 -0.06 0.02 0.01
C 3.2657 2.2791 3.2142 0.07 -0.04 -0.04
C 1.4031 -1.6260 2.7695 0.10 -0.03 0.05
C 1.2622 -2.8596 2.1290 0.04 0.01 -0.04
C 0.5854 -3.9087 2.7334 0.01 0.00 0.03
C 0.0354 -3.7418 3.9988 0.02 -0.03 0.01
C 0.1681 -2.5241 4.6494 0.08 -0.01 0.01
C 0.8475 -1.4760 4.0383 0.00 0.02 0.05
C 4.3253 -0.7347 1.8645 0.08 -0.01 0.23
C 4.9823 -0.9890 0.6633 -0.01 0.05 -0.06
C 6.3102 -1.4000 0.6543 -0.01 0.00 0.00
C 6.9984 -1.5545 1.8472 0.02 -0.01 0.03
C 6.3580 -1.3038 3.0548 0.03 -0.01 -0.07
C 5.0316 -0.9017 3.0584 -0.07 -0.01 0.03
H 0.0377 1.3090 2.8493 0.02 -0.02 -0.01
H -0.3264 3.4520 3.9865 0.00 0.00 0.00
H 1.6014 4.8661 4.6306 0.00 0.00 0.00
H 3.9019 4.1115 4.1321 0.01 0.00 0.00
H 4.2788 1.9589 2.9967 0.00 -0.01 0.01
H 1.6997 -3.0127 1.1473 0.00 0.01 -0.03
H 0.4930 -4.8597 2.2221 0.02 0.01 0.01
H -0.4907 -4.5596 4.4750 -0.01 0.00 0.00
H -0.2529 -2.3883 5.6381 0.01 -0.01 0.01
H 0.9409 -0.5324 4.5649 0.01 0.00 -0.01
H 4.4538 -0.8553 -0.2735 -0.01 -0.01 0.00
H 6.8076 -1.5979 -0.2868 -0.01 0.00 0.00
H 8.0335 -1.8719 1.8378 0.00 0.00 0.01
H 6.8931 -1.4272 3.9878 -0.01 0.00 0.01
H 4.5377 -0.7229 4.0088 0.00 0.01 0.00